DFT (ωB97M-V/def2-TZVPD) results for a 18-piece molecular cluster, C38H105IN4O21P overall in a non-equilibrium geometry.

Last column: Mulliken charge in e.
Atoms and positions in Å:
C 1.94396 -6.43798 0.55237  -1.48
C 1.23936 -5.14621 0.14219  0.43
C 1.63843 -4.65552 -1.24978  -0.13
C 3.14801 -4.38119 -1.34886  -0.68
C 3.44818 -3.16178 -2.23207  -1.26
C 3.50144 -1.86935 -1.40037  -0.51
C 2.63576 -0.74270 -1.96908  -0.43
C 2.29026 0.33727 -0.93073  -0.35
C 0.78671 0.50862 -0.70411  0.64
C 0.26462 1.91439 -0.99842  -0.87
C -1.21028 2.04013 -0.64190  -0.70
C -2.06739 1.10167 -1.50414  -1.26
C -2.68915 -0.04220 -0.72076  0.40
N -3.87598 0.42574 0.02429  0.33
C -4.45493 -0.46877 0.84980  -0.44
N -5.50273 -1.16831 0.47799  0.87
C -6.06119 -1.03647 -0.85088  -0.27
C -7.01655 -0.06771 -1.11178  -0.16
C -7.47096 0.01208 -2.41427  -0.63
C -6.96104 -0.86325 -3.36737  -0.42
N -6.03094 -1.78249 -3.12039  -0.61
C -5.59916 -1.85549 -1.86899  0.30
N -3.97675 -0.70667 2.13553  0.30
C -3.36694 -2.08010 2.16222  -1.26
C -2.93350 -2.55638 3.53512  -0.18
O -3.60228 -2.47069 4.48265  -0.50
I -0.99850 -3.46424 3.54656  0.29
P -3.03619 0.60893 2.79034  0.82
O -3.59818 1.89406 2.43148  -0.71
O -3.11129 0.26668 4.32653  -0.53
O -1.50121 0.39418 2.44955  -0.27
H 2.02002 -7.13539 -0.27841  0.43
H 2.94762 -6.22109 0.90548  0.31
H 1.40670 -6.94385 1.35149  0.36
H 0.15981 -5.26897 0.19294  -0.06
H 1.55007 -4.36428 0.83789  0.08
H 1.09502 -3.72603 -1.42406  -0.09
H 1.35306 -5.37190 -2.01721  0.41
H 3.50378 -4.18024 -0.33800  0.10
H 3.68404 -5.26667 -1.68034  0.50
H 2.64949 -3.08783 -2.96682  0.49
H 4.38040 -3.31129 -2.76854  0.46
H 4.52515 -1.51025 -1.32531  0.44
H 3.13666 -2.10177 -0.40031  0.31
H 1.72738 -1.21153 -2.34848  0.44
H 3.11918 -0.28859 -2.82465  -0.16
H 2.74276 1.28160 -1.20476  -0.18
H 2.75822 0.03968 0.00545  0.56
H 0.22579 -0.21030 -1.30098  0.03
H 0.54291 0.30362 0.34413  -0.44
H 0.85439 2.61877 -0.41392  0.48
H 0.43576 2.18047 -2.04228  0.23
H -1.52436 3.06964 -0.79283  0.44
H -1.31136 1.83736 0.42334  0.24
H -1.46218 0.68626 -2.30160  0.61
H -2.88854 1.67897 -1.92791  0.42
H -1.93619 -0.43804 -0.04245  -0.18
H -2.96839 -0.83235 -1.41886  0.15
H -4.54791 0.88196 -0.58062  0.46
H -5.93818 -1.80218 1.14733  -0.11
H -7.40893 0.57787 -0.34166  0.56
H -8.21265 0.73901 -2.69824  0.45
H -7.33272 -0.81238 -4.37897  0.45
H -4.84634 -2.60011 -1.64540  -0.13
H -4.12903 -2.80141 1.87072  1.14
H -2.54141 -2.16095 1.45941  0.72
H -2.23332 0.25562 4.72858  0.34
H -1.25832 -0.36599 1.90783  0.25
C 3.33074 4.25391 -1.64655  -0.60
O 3.19961 3.24183 -2.64271  -0.31
H 3.90711 3.84643 -0.82272  0.08
H 3.85612 5.12711 -2.04177  0.41
H 2.34424 4.56240 -1.27380  0.25
H 2.68071 3.60494 -3.37256  0.30
C -7.51054 -2.71692 3.63608  -0.61
O -6.29367 -2.98191 2.91938  -0.40
H -8.33539 -2.79624 2.93773  0.02
H -7.64760 -3.44667 4.43473  0.39
H -7.49575 -1.70957 4.05934  0.34
H -5.57782 -2.91357 3.55952  0.17
C -3.37560 -5.36960 -0.60039  -0.01
O -2.26870 -5.13940 0.26658  -0.37
H -3.00605 -5.94599 -1.44339  0.23
H -4.15864 -5.94044 -0.09657  0.34
H -3.78835 -4.42274 -0.97100  -0.32
H -2.55769 -4.61540 1.01545  0.15
C -0.21955 3.62792 -4.96544  -0.47
O 0.93401 4.01900 -4.21268  -0.50
H 0.11688 2.99433 -5.78079  0.22
H -0.91300 3.06068 -4.33872  0.14
H -0.73467 4.49144 -5.38072  0.24
H 0.63835 4.58001 -3.48998  0.24
C 4.82159 4.04354 2.14784  -0.46
O 5.26756 4.39945 0.84507  -0.47
H 4.09944 3.23645 2.05166  0.20
H 5.65242 3.69329 2.76145  0.13
H 4.34133 4.89446 2.64285  0.34
H 5.91140 5.11124 0.94628  0.28
C 8.09639 7.51845 1.07654  -0.61
O 7.59848 6.19179 1.21244  -0.46
H 7.24264 8.19103 1.08709  0.26
H 8.75992 7.77047 1.90704  0.21
H 8.63434 7.64439 0.13420  0.29
H 8.35292 5.59388 1.21952  0.26
C 8.57743 5.30488 4.55387  -0.16
O 9.58443 5.13509 3.55452  -0.53
H 7.63141 4.98712 4.12018  0.03
H 8.79755 4.68520 5.42896  0.29
H 8.50921 6.34864 4.85619  0.09
H 10.42055 5.41702 3.93379  0.28
C 3.21698 -3.93853 3.05859  -0.46
O 3.78085 -3.61961 1.79533  -0.43
H 2.43220 -4.67455 2.88596  0.01
H 3.95827 -4.37254 3.73320  0.31
H 2.77821 -3.04791 3.52320  0.29
H 4.47880 -2.97214 1.92707  0.26
C -8.66343 -4.42793 0.40614  -0.46
O -7.82358 -3.94602 -0.64478  -0.50
H -9.39847 -5.07980 -0.05530  0.31
H -8.09160 -4.99678 1.14127  0.25
H -9.19019 -3.60950 0.90089  0.12
H -7.15071 -3.35941 -0.29233  0.21
C -2.85655 3.85727 -8.25035  -0.54
O -2.72244 4.28065 -6.89322  -0.44
H -2.54857 2.81575 -8.29865  0.22
H -3.89430 3.93602 -8.58394  0.28
H -2.21546 4.45264 -8.90172  0.20
H -2.99089 5.20189 -6.85089  0.26
C 5.39036 1.22468 -5.40990  -0.63
O 4.40321 0.62435 -4.57981  -0.43
H 6.11360 0.45323 -5.66139  0.24
H 4.95388 1.61034 -6.33561  0.27
H 5.90593 2.03498 -4.88831  0.26
H 3.76039 1.30358 -4.35273  0.19
C -11.23428 -2.40360 3.99780  -0.59
O -10.73368 -1.96215 2.73358  -0.47
H -11.53825 -3.44100 3.89519  0.23
H -10.46107 -2.33206 4.76801  0.26
H -12.09844 -1.80715 4.29533  0.30
H -10.47623 -1.04213 2.83450  0.27
C -2.42225 -4.78325 -4.29717  -0.61
O -1.33334 -4.53421 -3.40923  -0.34
H -2.04872 -5.35778 -5.13941  0.23
H -3.21132 -5.35946 -3.80436  0.24
H -2.83785 -3.84226 -4.66862  0.27
H -1.67936 -4.03188 -2.66786  0.19
C 3.85158 1.99580 5.52195  -0.51
O 4.85995 1.85378 4.52857  -0.47
H 2.91303 1.67534 5.07562  0.14
H 4.05757 1.37086 6.39516  0.29
H 3.75003 3.03608 5.84250  0.28
H 5.69359 2.13624 4.91407  0.27
C 0.90927 4.96275 -8.92147  -0.49
O -0.13862 5.86770 -8.58354  -0.47
H 0.61229 4.45030 -9.83272  0.25
H 1.84715 5.49143 -9.10519  0.32
H 1.06332 4.22089 -8.13308  0.16
H 0.11861 6.32478 -7.77909  0.28
C 0.29087 -6.74778 6.01561  -0.45
O 0.87846 -7.37381 4.87993  -0.47
H 0.53903 -7.35359 6.88207  0.26
H 0.69195 -5.74004 6.16318  0.20
H -0.79773 -6.69960 5.91882  0.22
H 0.66712 -6.85714 4.09894  0.26
C 9.15894 7.49037 7.75799  -0.53
O 9.20428 7.83932 6.37613  -0.47
H 9.04278 6.41104 7.81477  0.20
H 10.08162 7.77341 8.26938  0.27
H 8.31156 7.96384 8.25919  0.27
H 9.30791 8.79274 6.31755  0.28

Lowest unoccupied orbital energy = -3.6 eV
Gap between HOMO and LUMO = 7.37 eV
Charge = +1